ORCA calculation (ωB97M-V/def2-TZVPD) on a cluster of 2 separate species, C8H14IO4S in total at a distorted geometry.

Structure (XYZ):
```
28
Properties=species:S:1:pos:R:3
C 1.85 -3.32 0.61
C -3.34 -0.44 -0.21
C -1.73 -0.44 -0.06
C -1.21 0.95 0.39
C -0.12 1.51 -0.46
C 1.06 0.41 -0.62
C 3.69 -0.06 0.49
C 2.46 -2.28 1.68
O 1.18 -2.78 -0.24
O 2.07 -4.47 0.91
O 2.02 1.65 1.47
O 3.12 2.25 -0.62
S 2.52 1.19 0.19
I 3.89 -3.03 2.93
H -3.70 -1.29 -0.75
H -3.51 0.49 -0.63
H -3.66 -0.36 0.89
H -1.54 -1.38 0.46
H -1.27 -0.45 -1.05
H -1.92 1.66 0.73
H -0.78 0.78 1.39
H 0.55 2.27 -0.13
H -0.51 1.71 -1.50
H 0.81 -0.51 -0.17
H 1.48 0.10 -1.69
H 4.62 0.40 0.86
H 4.05 -0.56 -0.44
H 1.74 -1.79 2.21
```

The LUMO energy (spin up / spin down) comes out at 1.79 / 1.79 eV. For the HOMO-LUMO gap (spin up / spin down), the calculation gives 6.772 / 6.775 eV. For the largest force on an atom, the calculation gives 4.21 eV/A. Its charge is -1. The value obtained for the energy above the lowest of the compared OMol25 structures with the same formula, charge and spin is 5.5 kcal per mole.



ORCA calculation (ωB97M-V/def2-TZVPD) on a cluster of 5 separate species, C33H71N5O5 in total at a distorted geometry.

Structure (XYZ):
```
114
Properties=species:S:1:pos:R:3
C 5.92 11.16 -8.88
O 4.86 11.48 -9.39
N 6.27 11.55 -7.63
C 7.45 11.04 -6.97
C 5.44 12.42 -6.84
H 6.72 10.53 -9.31
H 8.28 11.76 -7.03
H 7.87 10.16 -7.46
H 7.29 10.85 -5.91
H 5.13 11.92 -5.92
H 5.95 13.38 -6.67
H 4.61 12.86 -7.39
C 0.17 9.22 -8.61
O 0.99 9.37 -7.72
N 0.39 9.55 -9.89
C -0.50 9.12 -10.98
C 1.67 10.12 -10.28
H -0.78 8.69 -8.49
H -1.54 9.12 -10.65
H -0.28 8.07 -11.17
H -0.31 9.74 -11.85
H 2.35 10.42 -9.49
H 2.19 9.25 -10.70
H 1.68 10.87 -11.07
C -3.00 15.24 -11.13
C -1.79 14.32 -10.92
C -1.45 13.61 -12.22
C -0.07 12.99 -12.27
C 0.99 13.82 -11.58
C 0.73 14.33 -10.18
N -0.65 14.95 -10.28
O -1.07 15.64 -9.11
C 0.73 13.25 -9.09
C 1.72 15.39 -9.75
C -2.40 13.20 -9.97
H -3.36 15.52 -10.15
H -3.77 14.71 -11.70
H -2.78 16.15 -11.71
H -2.14 12.78 -12.42
H -1.67 14.26 -13.07
H 0.21 12.70 -13.29
H -0.07 12.06 -11.68
H 1.32 14.66 -12.20
H 1.89 13.21 -11.41
H 0.47 13.78 -8.17
H -0.01 12.45 -9.17
H 1.64 12.65 -9.15
H 2.73 14.98 -9.83
H 1.76 16.22 -10.47
H 1.50 15.87 -8.81
H -2.38 13.51 -8.93
H -1.90 12.23 -10.09
H -3.41 12.90 -10.26
H -1.08 14.95 -8.44
C 4.53 5.14 -7.04
C 3.28 5.58 -6.25
C 3.24 4.99 -4.81
C 3.99 5.82 -3.82
C 3.69 7.34 -3.91
C 3.84 7.93 -5.32
N 3.14 7.01 -6.22
O 3.04 7.53 -7.52
C 2.97 9.23 -5.21
C 5.31 8.23 -5.64
C 2.04 4.97 -6.94
H 5.25 5.96 -7.11
H 4.29 4.84 -8.07
H 5.11 4.26 -6.75
H 2.21 4.84 -4.46
H 3.54 3.95 -4.90
H 5.08 5.70 -3.88
H 3.75 5.49 -2.81
H 4.19 7.91 -3.13
H 2.64 7.39 -3.59
H 3.26 9.91 -6.01
H 1.94 8.90 -5.38
H 3.02 9.75 -4.26
H 5.41 8.72 -6.62
H 5.63 9.04 -4.97
H 5.92 7.33 -5.68
H 2.10 3.88 -7.03
H 1.88 5.48 -7.89
H 1.09 5.16 -6.43
H 2.42 8.28 -7.58
C 7.07 12.30 -12.01
C 6.41 11.97 -13.34
C 7.25 10.91 -14.06
C 6.58 10.06 -15.15
C 5.24 9.61 -14.61
C 4.28 10.69 -14.04
N 5.11 11.35 -13.03
O 4.30 12.20 -12.24
C 3.85 11.62 -15.19
C 3.10 9.91 -13.45
C 6.29 13.21 -14.23
H 6.64 13.20 -11.58
H 8.14 12.52 -12.13
H 7.09 11.45 -11.32
H 8.02 11.47 -14.61
H 7.77 10.19 -13.42
H 7.26 9.25 -15.40
H 6.38 10.63 -16.07
H 5.58 8.90 -13.85
H 4.66 9.04 -15.35
H 2.82 11.43 -15.50
H 3.78 12.65 -14.84
H 4.51 11.58 -16.06
H 3.45 8.95 -13.10
H 2.71 10.45 -12.58
H 2.24 9.85 -14.12
H 6.32 12.92 -15.28
H 7.19 13.84 -14.17
H 5.51 13.90 -13.92
H 4.52 12.01 -11.31
```

The LUMO energy comes out at 0.58 eV. For the HOMO-LUMO gap, the calculation gives 8.071 eV. For the largest force on an atom, the calculation gives 3.03 eV/A. As for the SMILES: CC1(C)CCCC(C)(C)N1O.CC1(C)CCCC(C)(C)N1O.CC1(C)CCCC(C)(C)N1O.CN(C)C=O.CN(C)C=O. Its charge is 0. The value obtained for the energy above the lowest of the compared OMol25 structures with the same formula, charge and spin is 0.0 kcal per mole.